Here is C35H36As2BrHfN3O10SeTe as an isolated structure in a non-equilibrium geometry from the Open Molecules 2025 dataset. Energies are from ωB97M-V/def2-TZVPD.

Each line ends with the Mulliken charge.
Element x y z (Å)
Hf (0.44040, -0.99080, 0.42000)  -1.35
O (-0.37210, -5.40860, -2.69380)  -0.68
C (-0.32730, -5.86180, -1.41590)  0.39
C (-0.16510, -7.23390, -1.24420)  -0.65
C (-0.10080, -7.78480, 0.01890)  -0.47
C (-0.19700, -6.97560, 1.13970)  -0.72
C (-0.36600, -5.61460, 0.97600)  -0.65
C (-0.42690, -5.04460, -0.28880)  1.12
C (-0.60030, -3.54950, -0.40090)  -0.46
O (0.07410, -2.85830, 0.56420)  0.57
N (-2.03080, -3.24350, -0.35340)  -0.18
N (-2.26260, -1.93930, -0.45800)  -0.10
C (-3.42370, -1.45020, -0.22350)  -0.33
C (-3.66080, -0.06220, -0.48010)  0.11
Br (-2.03660, 0.86650, -0.91730)  0.01
C (-4.83970, 0.56560, -0.40450)  -0.86
C (-6.09530, -0.17340, -0.24340)  0.50
C (-6.97060, 0.09130, 0.80540)  -0.39
C (-8.15610, -0.61340, 0.91560)  -0.49
C (-8.49030, -1.57530, -0.02280)  -0.45
C (-7.62600, -1.84050, -1.07180)  -0.60
C (-6.43190, -1.15290, -1.17700)  -0.31
H (-0.45430, -4.44810, -2.72610)  0.41
H (-0.09560, -7.84490, -2.12820)  0.48
H (0.01840, -8.85070, 0.13310)  0.39
H (-0.14010, -7.39920, 2.13080)  0.43
H (-0.43580, -4.95580, 1.82850)  0.42
H (-0.28950, -3.19380, -1.40630)  0.02
H (-2.62880, -3.80540, 0.25130)  0.43
H (-4.24900, -2.05360, 0.15440)  0.50
H (-4.89470, 1.63900, -0.50420)  0.46
H (-6.70270, 0.82890, 1.54610)  0.45
H (-8.82620, -0.40720, 1.73550)  0.38
H (-9.42430, -2.11070, 0.05550)  0.39
H (-7.88310, -2.58140, -1.81320)  0.39
H (-5.75750, -1.35040, -1.99800)  0.48
C (2.76100, -3.40680, -2.56750)  -0.53
O (1.66300, -2.55490, -2.29410)  -0.37
C (1.80860, -1.46400, -1.50550)  0.53
O (0.68420, -0.77070, -1.45320)  -0.33
C (2.89050, -1.03170, -0.82690)  0.29
C (4.00760, -1.78650, -0.23470)  0.94
As (5.79010, -2.07480, -0.97550)  -0.23
C (5.51740, -0.98950, -2.61180)  -1.02
C (5.01020, -0.84050, 0.41580)  -0.05
C (4.79840, 0.62140, 0.21260)  0.19
As (2.84010, 0.52650, 0.31250)  0.81
C (2.78320, 0.28840, 2.28050)  -0.06
C (5.82090, 1.25940, -0.53350)  -0.09
O (6.91810, 0.70910, -0.69060)  -0.72
O (5.69970, 2.52740, -1.00100)  -0.40
C (4.43270, 3.10870, -0.97550)  -0.53
C (5.33300, -1.43400, 1.69570)  -0.55
O (4.70670, -2.48080, 2.02160)  -0.57
O (6.20440, -0.99810, 2.56110)  -0.39
C (7.05000, 0.10810, 2.25920)  -0.71
C (3.39710, -2.67230, 0.82560)  1.45
O (2.34890, -2.22000, 1.38040)  -0.24
O (3.54690, -3.97110, 0.51720)  -0.33
C (3.03480, -4.92230, 1.44330)  -0.72
H (3.59130, -2.83600, -2.98890)  0.16
H (2.38570, -4.11170, -3.30710)  0.42
H (3.08620, -3.93830, -1.66880)  0.11
H (5.37870, -1.65700, -3.46500)  0.41
H (6.39380, -0.37460, -2.80060)  0.45
H (4.64620, -0.33110, -2.51830)  0.24
H (3.02580, 1.28200, 2.69100)  0.57
H (3.49460, -0.43020, 2.68270)  0.27
H (1.78400, -0.00080, 2.62900)  -0.62
H (4.53290, 4.09630, -1.41790)  0.30
H (4.03880, 3.18930, 0.05650)  0.24
H (3.71010, 2.51210, -1.56570)  0.24
H (7.85630, 0.03930, 2.98580)  0.32
H (6.50150, 1.04570, 2.37820)  0.22
H (7.44140, 0.05280, 1.24020)  0.33
H (3.87530, -5.51550, 1.80660)  0.29
H (2.31350, -5.54980, 0.91850)  0.17
H (2.54120, -4.40090, 2.26310)  0.35
Te (1.05950, 2.18830, 0.17480)  -0.13
Se (-1.23900, -0.45890, 2.22870)  -0.09
C (-0.33140, -0.28010, 3.94140)  0.13
C (-0.29660, -1.35410, 4.81970)  -0.31
C (0.32250, -1.17320, 6.04640)  -0.47
N (0.88750, -0.03920, 6.41780)  -0.64
C (0.85110, 0.97800, 5.57540)  -0.24
C (0.24610, 0.92430, 4.32860)  -0.20
H (-0.74470, -2.29780, 4.54790)  0.40
H (0.36750, -1.97860, 6.76700)  0.38
H (1.33060, 1.88480, 5.91810)  0.40
H (0.22450, 1.79130, 3.67830)  0.31

Atomic forces in eV per Å
Hf 0.7 -0.4 3.6
O 0.0 0.1 -0.2
C 0.0 -0.1 0.5
C 0.0 0.1 -0.2
C 0.0 0.0 0.0
C -0.1 0.0 0.2
C 0.0 0.0 -0.1
C 0.1 0.2 -0.1
C -1.1 -0.7 -1.1
O -0.1 -1.0 -0.3
N 0.0 -0.8 0.0
N -0.3 0.4 0.1
C 0.5 -0.9 -0.1
C 0.2 1.1 0.0
Br -0.6 0.4 0.0
C 0.7 -0.1 0.0
C -0.3 -0.2 0.0
C 0.1 0.0 -0.1
C -0.1 0.0 0.1
C 0.0 0.0 -0.1
C -0.1 -0.1 0.0
C 0.0 0.1 0.0
H 0.0 -0.1 0.1
H 0.0 -0.1 -0.1
H 0.0 -0.1 0.0
H 0.0 -0.1 0.1
H 0.1 0.1 0.1
H 0.0 -0.2 0.5
H 0.2 0.1 0.0
H 0.0 0.0 -0.1
H 0.1 0.1 0.0
H 0.0 0.1 0.1
H -0.1 0.0 0.1
H -0.1 0.0 0.0
H 0.0 -0.1 -0.1
H 0.0 0.0 -0.1
C 0.5 -0.3 -0.1
O -0.2 0.9 0.5
C 0.1 -0.5 -2.2
O -0.2 -0.1 -2.9
C -0.5 -0.3 0.7
C -0.4 -0.1 0.2
As 0.0 0.3 -0.6
C 0.0 0.1 0.1
C 0.3 0.6 -0.7
C -0.7 -0.7 -0.1
As 3.1 2.7 0.5
C -0.2 -0.3 0.3
C 0.5 0.1 0.2
O -0.2 0.5 -0.2
O 0.5 -0.4 -0.1
C -0.9 0.0 0.2
C 0.0 -0.9 1.1
O 0.6 0.6 0.0
O -0.6 -0.5 -0.1
C 0.6 0.7 -0.2
C -0.6 0.0 -0.3
O 0.0 -0.4 0.4
O 0.0 0.0 0.1
C -0.2 -0.1 0.2
H -0.1 -0.1 0.0
H 0.1 0.0 0.0
H -0.1 0.1 -0.2
H -0.1 -0.1 0.1
H 0.1 -0.1 0.1
H 0.2 -0.2 0.0
H -0.3 -0.2 -0.5
H -0.2 0.0 -0.2
H 0.3 0.1 0.0
H -0.1 0.0 0.0
H 0.2 0.1 -0.4
H 0.3 0.3 0.1
H 0.0 0.1 0.0
H 0.1 -0.2 0.0
H -0.1 0.0 0.2
H -0.1 0.0 0.0
H 0.1 0.0 0.1
H 0.0 -0.2 0.0
Te -0.2 0.1 -0.3
Se -1.2 0.7 1.8
C -0.1 0.0 -0.5
C 0.0 0.1 -0.1
C -0.2 -0.3 -0.1
N 0.3 0.0 0.5
C -0.1 0.3 -0.2
C -0.1 -0.1 0.0
H 0.0 -0.1 0.0
H 0.0 -0.1 0.0
H 0.0 0.2 0.0
H 0.0 -0.1 0.0

Spin multiplicity = 1
HOMO-LUMO gap = 7.11 eV
F_max = 4.08 eV/Å
E = -327486.6739 eV
E_LUMO = -0.74 eV